# C28H37N9O4PS

A cluster of 5 separate species, C28H37N9O4PS in total in a non-equilibrium geometry (wB97M-V/def2-TZVPD, the Open Molecules 2025 dataset).

Positions of all 80 atoms, in Å:
C -4.5157 1.6885 -3.8090
C -3.7358 0.2202 -3.6398
O -3.9136 -0.4421 -2.4937
N -2.8585 -0.2050 -4.7989
C -2.1404 -1.5280 -4.5153
C -0.7433 -1.4563 -5.4331
C 0.3999 -0.7410 -4.5028
C 1.5569 -1.8061 -3.9309
N 1.1440 -2.5661 -2.7237
C 1.3337 -2.5107 -1.2519
N 2.1006 -1.5950 -0.6007
P 3.1093 -0.2911 -1.2366
O 4.4829 -0.9372 -2.1618
O 3.8922 0.5111 0.1462
S 2.1628 1.1432 -2.1607
N 0.5441 -3.6298 -0.5613
C -0.1330 -4.4485 -1.6379
N 0.3220 -3.7050 -2.8867
O -0.1507 -4.2761 -4.0064
H -3.8681 2.5906 -3.3919
H -5.6056 1.6594 -3.3236
H -4.6626 1.9035 -4.9728
H -2.0738 0.5084 -4.8090
H -1.7618 -1.6134 -3.3920
H -2.8127 -2.4685 -4.8086
H -0.4431 -2.4912 -5.8888
H -0.9809 -0.7137 -6.3287
H 1.0022 0.0022 -5.2101
H -0.0863 -0.0984 -3.6504
H 2.5684 -1.2287 -3.8958
H 1.6730 -2.5962 -4.8202
H 2.0875 -1.6921 0.4612
H 4.6053 -0.3431 -2.9607
H 3.1376 0.9199 0.6625
H -0.8169 -5.3998 -1.6005
H -0.9474 -4.8638 -3.8291
N 6.9279 2.0455 2.4774
C 5.6847 1.5172 2.5029
C 5.0262 1.1524 3.6663
C 5.6821 1.3359 4.8790
C 6.9640 1.8761 4.8851
C 7.5387 2.2135 3.6703
H 5.2161 1.3906 1.5313
H 4.0265 0.7349 3.6278
H 5.1983 1.0606 5.8117
H 7.5020 2.0312 5.8134
H 8.5360 2.6418 3.6229
N 1.8500 3.2606 3.4107
C 0.6068 2.7323 3.4363
C -0.0517 2.3675 4.5997
C 0.6042 2.5510 5.8124
C 1.8861 3.0912 5.8185
C 2.4608 3.4286 4.6037
H 0.1382 2.6056 2.4647
H -1.0514 1.9500 4.5611
H 0.1204 2.2757 6.7450
H 2.4241 3.2462 6.7468
H 3.4581 3.8569 4.5562
N -4.5433 4.9210 -2.1845
C -5.4770 5.8951 -2.2522
C -6.0618 6.4806 -1.1407
C -5.6696 6.0393 0.1186
C -4.7114 5.0361 0.2209
C -4.1814 4.5145 -0.9482
H -5.7521 6.2029 -3.2568
H -6.8052 7.2615 -1.2542
H -6.1068 6.4736 1.0130
H -4.3849 4.6699 1.1876
H -3.4279 3.7323 -0.9208
N -2.5292 -7.2377 3.3483
C -2.2260 -6.0267 3.8648
C -1.4269 -5.0936 3.2237
C -0.9021 -5.4216 1.9781
C -1.1948 -6.6621 1.4208
C -2.0066 -7.5270 2.1368
H -2.6565 -5.8190 4.8401
H -1.2185 -4.1348 3.6845
H -0.2704 -4.7164 1.4458
H -0.8009 -6.9480 0.4521
H -2.2670 -8.5054 1.7426

Computed properties:
**Lowest unoccupied orbital energy**: -4.3 eV
**M**: 626.7 g/mol
**E_HOMO**: -11.29 eV
**Kohn-Sham gap**: 0.2564 Ha
**Charge**: +1